16
Properties=species:S:1:pos:R:3 method="wB97M-V/def2-TZVPD" spin_multiplicity=1 homo_lumo_gap_ev=10.736 e_lumo_ev=-7.24 e_tot_ha=-300.54184 charge=+2 de_lowest_kj_mol=59.6 fmax_ev_per_a=5.28 e_homo_ev=-17.97
C -2.1533 0.0665 -0.0683
C 1.7808 -0.0024 -0.1551
N -2.6865 -1.0108 -0.4914
N 2.0054 -1.0772 0.5300
N -2.9794 1.0458 0.3288
N 2.9579 0.8401 -0.3628
H -1.0750 0.1560 -0.0924
H -3.6480 -1.2359 -0.3944
H -1.9987 -1.7167 -0.8647
H 1.2596 -1.7059 0.8008
H 3.0259 -1.2150 0.8270
H -2.7951 1.8134 0.9841
H -3.9082 0.7320 0.5428
H 2.9410 1.8844 -0.3032
H 3.9358 0.6567 0.0802
H 3.3380 0.7691 -1.3615